The following is a DFT calculation (the ωB97M-V functional and the def2-TZVPD basis) of C31H30N4O10PV as an isolated structure.

```
77
C31H30N4O10PV the ωB97M-V functional and the def2-TZVPD basis
N 0.414 -0.343 -1.543
C 2.625 -0.142 -0.621
H -1.298 1.224 -5.065
C 0.265 -1.274 5.602
H 0.218 0.988 -5.948
C 0.271 -0.033 6.220
C 3.570 -1.121 -3.579
P -0.464 -0.519 1.669
C -0.478 2.266 3.378
H -4.751 -2.382 3.308
C 1.963 -1.898 1.893
C -0.232 1.008 4.101
C 1.755 -0.613 -1.749
H 2.004 1.570 -3.085
H 0.460 0.052 7.281
C -4.167 -2.097 2.443
O -1.687 -0.234 -2.610
C 0.553 3.998 -0.380
C -2.902 -1.561 2.622
C -0.210 -0.234 3.464
O 0.119 -1.668 -3.577
H 0.047 2.079 5.933
C 0.678 -1.913 1.353
O 2.001 0.792 0.037
H 2.282 -1.079 2.527
H 0.080 -2.342 3.767
C 2.228 -0.887 -2.974
C 2.454 -3.979 0.796
H -2.935 1.715 1.763
H -0.705 -2.987 0.100
C -4.685 -2.261 1.166
H -0.809 -0.398 -5.490
H 3.839 -2.911 2.043
H 0.873 -4.806 -0.396
O 3.756 -0.525 -0.420
C 2.844 -2.932 1.621
H 0.954 2.495 -4.150
C 0.290 -2.964 0.526
C 0.037 1.103 5.464
H -1.411 2.326 -3.443
O -1.606 1.614 -0.429
H 0.218 3.087 3.521
N 1.182 -0.823 -3.968
C -2.144 -1.185 1.514
H -0.466 4.379 -0.470
C -0.484 -0.328 -2.780
O 4.608 -1.321 -2.805
H 0.451 -2.172 6.175
C -2.674 -1.334 0.233
H 4.378 -1.218 -1.845
C 1.180 -3.991 0.246
V 0.111 1.042 -0.274
H -2.124 -1.032 -0.649
C 0.963 1.740 -3.359
H -2.528 -1.422 3.626
H -0.088 3.039 1.277
O -3.290 2.554 -1.576
H 1.192 4.787 0.013
C -2.137 2.284 -1.470
H 1.097 4.275 -2.439
C 0.312 0.448 -3.864
O 0.564 2.886 0.539
H 3.143 -4.785 0.583
O 3.623 -1.143 -4.788
O -2.346 1.482 2.496
C 1.092 3.478 -1.689
N -1.428 2.518 2.567
C -1.104 2.744 -2.491
N 0.281 2.322 -2.154
H -1.167 3.830 -2.573
C -3.939 -1.877 0.063
C 0.044 -1.368 4.237
C -0.432 0.573 -5.175
H 1.573 -1.058 -4.891
H -4.337 -1.987 -0.937
H -5.674 -2.679 1.033
H 2.114 3.129 -1.541
```

* frontier orbital gap (alpha / beta): 6.557 / 7.413 eV
* highest occupied orbital energy (alpha / beta): -11.83 / -11.80 eV
* energy relative to the best compared isomer or geometry (same formula, charge and spin): 5.738 eV
* E: -94038.570 eV
* multiplicity: 2
* F_max: 0.0292 hartree/bohr
* ⟨S²⟩: 0.7958
* net charge: +1